Entry 1:
Formula: C3H3ClF2
Source: the OMol25 dataset
Level of theory: wB97M-V/def2-TZVPD

XYZ file:
```
9
Properties=species:S:1:pos:R:3
C 0.44330 0.35174 -0.57528
C 1.52645 0.06809 0.12248
C -1.38655 -0.40799 0.32846
F 2.74285 0.52717 -0.36309
F -1.64323 -1.45027 -0.47959
Cl -2.47490 0.88569 0.09968
H 0.12375 0.81219 -1.54689
H 1.75437 -0.30443 1.01003
H -1.08604 -0.48219 1.40420
```

Properties
ΔE to the lowest compared entry with this formula, charge and spin   80.9 kcal per mole
Gap between HOMO and LUMO   10.328 eV
Largest force on an atom   0.1172 hartree/bohr
HOMO energy   -9.68 eV
LUMO level   0.643 eV
Spin multiplicity   1

Atomic partial charges in e from the Löwdin method, atoms 1 to 2: 0.06, -0.19

***

Entry 2:
Formula: C3H3ClF2
Source: the OMol25 dataset
Level of theory: wB97M-V/def2-TZVPD

XYZ file:
```
9
Properties=species:S:1:pos:R:3
C 0.65513 -0.64412 0.06546
C -0.78438 -0.16354 -0.58010
C -0.09616 0.39177 0.65785
H 0.86184 -1.43801 0.77447
H -1.69812 -0.76248 -0.63663
H -0.41047 0.19920 1.59245
F 1.56604 -0.43022 -0.92874
F -0.52274 0.74065 -1.51067
Cl 0.42887 2.10674 0.56592
```

Properties
ΔE to the lowest compared entry with this formula, charge and spin   51.6 kcal per mole
Gap between HOMO and LUMO   10.822 eV
Largest force on an atom   0.0822 hartree/bohr
HOMO energy   -10.06 eV
SMILES   F[C@@H]1[C@H](F)[C@@H]1Cl
LUMO level   0.766 eV
Spin multiplicity   1

Atomic partial charges in e from the Löwdin method, atoms 1 to 2: -0.24, -0.21